The following is a DFT calculation (ωB97M-V/def2-TZVPD) of a gas-phase ion, C5H14N2O (charge +1) at a distorted geometry.

Positions of all 22 atoms, in Å:
1 C 0.92 1.12 -0.58
2 O -0.17 1.13 0.36
3 C 2.03 0.19 -0.12
4 N 3.05 0.18 -1.16
5 H 0.59 0.82 -1.58
6 H 1.29 2.15 -0.68
7 H 2.38 0.51 0.86
8 H 1.63 -0.82 -0.02
9 H 3.57 1.05 -1.16
10 H 3.72 -0.55 -0.99
11 C -0.89 -1.80 1.46
12 C -2.08 -1.27 0.64
13 C -1.43 1.05 -0.17
14 N -1.69 -0.38 -0.42
15 H -0.17 -2.31 0.83
16 H -0.40 -0.99 2.00
17 H -1.28 -2.52 2.18
18 H -2.58 -2.12 0.17
19 H -2.82 -0.77 1.26
20 H -1.55 1.61 -1.10
21 H -2.15 1.41 0.56
22 H -0.98 -0.79 -1.04

Output
HOMO-LUMO gap (spin up / spin down)   10.25 / 5.23 eV
Lowest unoccupied orbital energy (spin up / spin down)   -0.1013 / -0.2857 Eh
Charge   +1
Energy   -10430.79007 eV
HOMO (spin up / spin down)   -13.01 / -13.01 eV
Energy above the lowest of the compared OMol25 structures with the same formula, charge and spin   1.392 eV
Spin multiplicity   2

List of Löwdin charges in e, atom by atom: atom 1 (C): -0.169, atom 2 (O): -0.060, atom 3 (C): -0.264, atom 4 (N): 0.010, atom 5 (H): 0.128, atom 6 (H): 0.143, atom 7 (H): 0.125, atom 8 (H): 0.104, atom 9 (H): 0.083, atom 10 (H): 0.081, atom 11 (C): -0.034, atom 12 (C): -0.184, atom 13 (C): -0.178, atom 14 (N): 0.191, atom 15 (H): 0.083, atom 16 (H): 0.085, atom 17 (H): 0.096, atom 18 (H): 0.147, atom 19 (H): 0.136, atom 20 (H): 0.154, atom 21 (H): 0.153, atom 22 (H): 0.170